# 1
122
Properties=species:S:1:pos:R:3:forces:R:3:lowdin_charge:R:1 method="wB97M-V/def2-TZVPD" homo_energy_ev="-11.7 / -12.7" homo_lumo_gap_ev="5.8 / 6.5" spin_multiplicity=2 charge=+2 lumo_ev="-5.92 / -6.20"
Cd -0.3479 -0.0764 0.0742 -0.9 0.1 0.2 1.100
C 2.6699 3.1849 -2.8601 0.0 0.0 0.0 -0.040
C 2.3000 3.2458 -1.4126 -0.1 -0.1 0.0 -0.249
C 3.0487 3.9208 -0.4952 0.0 0.1 0.0 0.076
C 2.7099 3.8858 0.8800 0.0 0.0 0.0 -0.191
N 1.6151 3.3041 1.2864 0.1 0.0 -0.1 0.195
N 0.8271 2.7114 0.3733 -0.2 -0.2 0.3 -0.005
B -0.5022 2.2001 0.9032 0.0 0.1 -0.2 -0.641
N -1.7047 2.7596 0.1199 0.3 0.1 0.0 -0.011
N -1.5593 4.1053 0.0936 0.0 0.0 -0.1 0.183
C -2.4170 4.8280 -0.5637 0.0 0.0 0.0 -0.183
C -3.4926 4.2109 -1.2536 0.0 0.0 0.0 0.084
C -3.6532 2.8627 -1.2303 0.0 0.0 0.0 -0.241
C -4.7663 2.1905 -1.9645 0.0 0.0 0.0 -0.063
C -2.6912 2.0834 -0.4996 -0.2 -0.1 0.0 -0.653
S -2.8508 0.3816 -0.4715 0.0 0.2 -0.1 0.593
C -2.2337 6.3400 -0.4985 0.0 0.0 0.0 -0.537
C -2.8966 6.8217 0.8011 0.0 0.0 0.0 -0.024
C -2.9037 7.0287 -1.6900 0.0 0.1 0.0 -0.050
C -0.7435 6.6955 -0.4880 0.0 0.0 0.0 -0.042
N -0.6775 2.1998 2.4208 -0.1 -0.1 -0.1 0.018
N -0.6586 3.4621 2.8995 0.0 -0.1 0.1 0.185
C -0.8523 3.6553 4.1699 0.0 0.0 0.0 -0.192
C -1.0620 2.5548 5.0421 0.1 0.0 0.0 0.084
C -1.1115 1.2826 4.5681 0.0 0.0 -0.1 -0.239
C -1.3814 0.1158 5.4630 0.0 0.0 0.0 -0.059
C -0.9275 1.1036 3.1580 -0.2 0.0 0.0 -0.572
S -1.1501 -0.4733 2.4907 0.5 -0.1 0.2 0.626
C -0.9121 5.0859 4.6820 0.0 0.0 0.0 -0.534
C -0.3444 6.0722 3.6584 0.1 0.0 0.0 -0.043
C -0.1134 5.2060 5.9879 0.0 0.0 0.0 -0.036
C -2.3914 5.4057 4.9491 0.0 0.0 0.0 -0.024
C 1.1619 2.5463 -0.9264 0.0 0.0 -0.1 -0.619
S 0.2532 1.4532 -1.9146 0.4 -0.1 0.1 0.661
C 3.5622 4.5838 1.9253 0.0 0.0 0.0 -0.541
C 3.2832 6.0906 1.8032 0.0 0.0 0.0 -0.020
C 5.0476 4.3064 1.6603 0.0 0.0 0.1 -0.039
C 3.2023 4.1066 3.3313 0.0 0.0 0.0 -0.046
H 3.3677 3.9825 -3.1079 0.0 0.0 0.0 0.095
H 1.7930 3.2645 -3.5006 0.0 0.0 0.0 0.078
H 3.1479 2.2288 -3.0845 0.0 0.0 0.0 0.077
H 3.9336 4.4573 -0.8112 0.0 0.0 0.0 0.132
H -4.1802 4.8171 -1.8261 0.0 0.0 0.0 0.125
H -5.3441 2.9199 -2.5280 0.0 0.0 0.0 0.090
H -5.4303 1.6740 -1.2696 0.0 0.0 0.0 0.091
H -4.3748 1.4333 -2.6442 0.0 0.0 0.0 0.079
H -3.9696 6.6184 0.7961 0.0 0.0 0.0 0.095
H -2.7592 7.8983 0.9119 0.0 0.0 0.0 0.098
H -2.4590 6.3267 1.6687 0.0 0.0 0.0 0.057
H -3.9909 6.9464 -1.6631 0.0 0.0 0.0 0.084
H -2.5468 6.6332 -2.6435 0.0 0.0 0.0 0.097
H -2.6658 8.0925 -1.6656 0.0 0.0 0.0 0.096
H -0.1959 6.1244 0.2617 0.0 0.0 0.0 0.057
H -0.6280 7.7570 -0.2654 0.0 0.0 0.0 0.093
H -0.2910 6.5049 -1.4642 0.0 0.0 0.0 0.089
H -1.1849 2.7381 6.1012 0.0 0.0 0.0 0.133
H -1.2931 0.4124 6.5061 0.0 0.0 0.0 0.092
H -0.6937 -0.7048 5.2629 0.0 0.0 0.0 0.070
H -2.3893 -0.2687 5.2949 0.0 0.0 0.0 0.098
H 0.7464 6.0871 3.6972 0.0 0.0 0.0 0.069
H -0.6964 7.0778 3.8916 0.0 0.0 0.0 0.100
H -0.6396 5.8268 2.6401 0.0 0.0 0.0 0.047
H 0.8857 4.7755 5.8888 0.0 0.0 0.0 0.089
H -0.6139 4.7322 6.8333 0.0 0.0 0.0 0.083
H 0.0054 6.2599 6.2409 0.0 0.0 0.0 0.098
H -2.9680 5.3975 4.0217 0.0 0.0 0.0 0.086
H -2.4783 6.3969 5.3956 0.0 0.0 0.0 0.097
H -2.8447 4.6896 5.6378 0.0 0.0 0.0 0.089
H 3.5659 6.4718 0.8197 0.0 0.0 0.0 0.090
H 3.8632 6.6349 2.5497 0.0 0.0 0.0 0.099
H 2.2250 6.3089 1.9615 0.0 0.0 0.0 0.073
H 5.4152 4.8095 0.7654 0.0 0.0 0.0 0.082
H 5.2454 3.2366 1.5615 0.0 0.0 0.0 0.091
H 5.6392 4.6761 2.4982 0.0 0.0 0.0 0.096
H 2.1365 4.2028 3.5306 0.0 0.0 0.0 0.052
H 3.7506 4.7039 4.0607 0.0 0.0 0.0 0.096
H 3.4788 3.0595 3.4756 0.0 0.0 0.0 0.089
O 1.9729 -1.3210 1.9998 0.2 0.0 -0.1 -0.124
H 1.2822 -1.6044 2.6135 -0.1 0.1 0.0 -0.004
H 2.6150 -0.8516 2.5456 0.0 0.0 0.0 0.058
O 3.1212 0.1809 -0.6654 0.2 0.4 0.2 0.164
C 2.5674 -0.7908 -0.7465 -0.1 -0.5 -0.1 -0.342
C 0.9227 -1.8527 -4.2538 0.0 0.1 0.0 -0.207
Si 2.5511 -2.4053 -3.5384 -0.1 -0.1 0.1 0.398
C 3.0546 -4.0797 -4.1969 0.1 0.0 0.0 -0.202
C 3.8860 -1.1166 -3.7667 0.0 0.0 0.0 -0.195
Ge 2.2164 -2.7643 -1.1385 0.1 0.2 -0.2 0.767
Si 0.0471 -3.7230 -0.6316 0.1 0.0 0.1 0.364
C -1.3697 -2.7542 -1.3826 0.0 0.1 0.0 -0.244
C 0.3542 -5.3352 -1.5227 0.0 0.0 0.0 -0.211
C -0.1867 -3.9626 1.1983 -0.1 0.0 0.0 -0.200
Si 4.2490 -3.4613 0.0359 -0.1 -0.1 -0.1 0.412
C 5.1895 -1.9621 0.6164 0.1 0.0 0.0 -0.199
C 3.7570 -4.6296 1.4038 0.0 0.0 0.1 -0.193
C 5.2028 -4.3494 -1.2964 0.0 0.0 0.0 -0.211
H 1.0548 -1.6075 -5.3114 0.0 0.0 0.0 0.050
H 0.5480 -0.9551 -3.7575 0.0 0.0 0.0 -0.006
H 0.1623 -2.6338 -4.1901 0.0 0.0 0.0 0.034
H 2.7517 -4.1652 -5.2436 0.0 0.0 0.0 0.049
H 2.5991 -4.9133 -3.6607 0.0 0.0 0.0 0.020
H 4.1367 -4.2089 -4.1555 0.0 0.0 0.0 0.031
H 4.4518 -1.3515 -4.6717 0.0 0.1 0.0 0.049
H 4.6034 -1.0689 -2.9448 0.0 0.0 0.0 0.024
H 3.4465 -0.1254 -3.8943 0.0 0.0 0.0 0.025
H -1.0808 -1.9091 -2.0125 0.0 0.0 0.0 -0.008
H -2.0447 -2.3905 -0.6024 0.0 0.0 0.0 -0.002
H -1.9608 -3.4161 -2.0213 0.0 0.0 0.0 0.055
H 0.3771 -5.2002 -2.6058 0.0 0.0 0.0 0.032
H -0.4553 -6.0342 -1.2959 0.0 0.0 0.0 0.053
H 1.2874 -5.8146 -1.2153 0.0 0.0 0.0 0.037
H -0.4272 -3.0305 1.7138 0.0 0.0 0.0 -0.032
H 0.6763 -4.4148 1.6841 0.0 0.0 0.0 0.025
H -1.0390 -4.6344 1.3438 0.0 0.0 0.0 0.056
H 4.5934 -1.2416 1.1766 0.0 -0.1 0.0 0.011
H 5.6563 -1.4428 -0.2237 0.0 0.0 0.0 0.041
H 5.9937 -2.3060 1.2729 0.0 0.0 0.0 0.053
H 3.7473 -4.1320 2.3749 0.0 0.0 0.0 0.041
H 4.4760 -5.4507 1.4502 0.0 0.0 0.0 0.046
H 2.7740 -5.0718 1.2466 0.0 0.0 0.0 0.008
H 5.4598 -3.6847 -2.1233 0.0 0.0 0.0 0.028
H 4.6567 -5.2034 -1.7018 0.0 0.0 0.0 0.039
H 6.1385 -4.7301 -0.8773 0.0 0.0 0.0 0.051

# 2
18
Properties=species:S:1:pos:R:3:forces:R:3:nbo_charge:R:1 method="wB97M-V/def2-TZVPD" homo_energy_ev=-9.4 homo_lumo_gap_ev=10.0 charge=0 lumo_ev=0.62
C 1.1710 -0.3514 1.3403 1.1 -1.3 3.8 -0.626
C 0.3331 -0.1756 0.1054 -2.0 0.1 3.2 0.096
C -1.0948 -0.9299 0.2312 2.9 -0.9 2.5 -0.214
C 0.2818 1.4468 -0.0951 1.5 -1.7 3.8 -0.495
C 0.7547 1.1026 -1.3892 1.7 4.5 -5.7 0.657
H 2.1445 0.1087 1.1967 0.1 0.4 -0.3 0.213
H 0.6638 0.3431 2.2324 1.3 -2.4 -2.0 0.219
H 1.6217 -1.4689 1.7350 -2.2 2.7 -1.0 0.215
H -0.9756 -2.0579 0.1679 0.5 1.3 0.0 0.189
H -1.5964 -0.7956 1.2471 1.3 0.2 -0.7 0.179
H -2.5423 -1.3907 -0.9096 0.7 1.9 -0.6 0.356
H -2.5586 0.1245 -0.4585 -1.9 2.4 0.8 0.353
H 1.3004 1.7237 0.5497 -3.2 0.4 -1.6 0.250
H -0.6659 1.9722 0.0118 0.5 0.2 0.2 0.244
H 1.1187 -0.8636 -1.7266 0.5 -5.5 -4.9 0.387
N -1.9341 -0.5214 -0.7803 -1.7 -3.7 -3.2 -0.817
N 1.0663 -0.2123 -1.1142 -0.8 5.7 3.0 -0.603
O 0.9117 1.9458 -2.3440 -0.3 -4.1 2.7 -0.603

Calculated total energy, record by record: -6261.9005 -381.1466 a.u.
Relative energy (zero: lowest compared OMol25 entry of this formula, charge and spin), record by record: 167.1 364.5 kJ/mol